(1)
98
Properties=species:S:1:pos:R:3 method="wB97M-V/def2-TZVPD" spin_multiplicity=2 s2=0.759 energy_ev=-164194.850 homo_lumo_gap_ev="6.17 / 6.18" total_charge=-2 homo_ha="-0.0764 / -0.0766"
Co 1.63 -1.83 1.05
C 0.28 1.76 2.72
C 0.06 0.44 2.32
N 1.18 -0.09 1.87
N 2.14 0.84 1.97
C 1.62 1.97 2.47
B 3.56 0.56 1.50
N 3.49 0.27 0.00
C 4.03 0.94 -1.02
C 3.57 0.38 -2.20
C 2.72 -0.65 -1.78
N 2.69 -0.69 -0.46
N 4.00 -0.71 2.23
C 5.04 -0.93 3.05
C 4.94 -2.21 3.55
C 3.78 -2.72 2.96
N 3.24 -1.80 2.18
H -0.43 2.45 3.12
H -0.85 -0.12 2.37
H 2.24 2.83 2.62
H 4.30 1.47 1.73
H 4.71 1.75 -0.87
H 3.79 0.68 -3.20
H 2.14 -1.33 -2.37
H 5.77 -0.17 3.23
H 5.60 -2.71 4.23
H 3.32 -3.68 3.08
C -1.50 -4.24 -0.21
C -0.19 -3.54 0.03
N -0.11 -2.28 0.45
O -1.32 -1.60 0.56
C 1.06 -4.16 -0.12
C 1.28 -5.48 -0.79
N 2.08 -3.43 0.32
O 3.30 -3.80 0.17
H -2.30 -3.60 0.13
H -1.52 -5.17 0.34
H -1.64 -4.45 -1.27
H -1.13 -0.70 0.20
H 0.83 -5.48 -1.79
H 0.86 -6.30 -0.21
H 2.36 -5.63 -0.88
C 1.96 -4.01 6.16
S 0.63 -5.14 5.62
C -0.79 -4.17 5.94
C -1.04 -2.96 5.38
S -0.03 -2.10 4.33
S -2.56 -2.21 5.91
C -3.13 -3.53 6.93
S -4.54 -3.47 7.81
S -1.96 -4.84 7.07
H 2.90 -4.51 5.97
H 1.85 -3.81 7.23
H 1.89 -3.09 5.59
C 1.60 4.09 -3.48
C 0.38 4.11 -2.55
C -0.38 5.44 -2.66
C 0.84 3.91 -1.11
O -0.49 3.10 -3.00
Si -1.46 2.12 -2.12
S -0.37 0.92 -0.84
O -2.38 1.31 -3.22
C -1.99 0.48 -4.28
C -3.11 -0.55 -4.47
C -1.83 1.35 -5.53
C -0.67 -0.25 -3.99
O -2.53 3.13 -1.38
C -3.68 2.84 -0.63
C -4.90 3.02 -1.54
C -3.71 3.85 0.53
C -3.67 1.41 -0.07
H 2.30 4.89 -3.23
H 1.28 4.21 -4.52
H 2.11 3.13 -3.38
H 0.21 6.26 -2.25
H -1.31 5.34 -2.11
H -0.61 5.65 -3.70
H 1.56 4.68 -0.84
H 1.31 2.93 -1.00
H -0.01 3.95 -0.44
H -4.06 -0.04 -4.63
H -3.20 -1.15 -3.57
H -2.91 -1.20 -5.31
H -2.79 1.78 -5.81
H -1.45 0.76 -6.36
H -1.14 2.15 -5.30
H -0.74 -0.77 -3.04
H 0.13 0.48 -3.91
H -0.45 -0.96 -4.78
H -4.97 4.05 -1.87
H -5.81 2.74 -1.02
H -4.77 2.38 -2.41
H -3.72 4.86 0.13
H -2.82 3.71 1.14
H -4.60 3.70 1.15
H -3.67 0.70 -0.89
H -4.55 1.24 0.55
H -2.77 1.25 0.52



(2)
95
Properties=species:S:1:pos:R:3 method="wB97M-V/def2-TZVPD" energy_ev=-243135.931 homo_lumo_gap_ev=7.50 total_charge=+1 homo_ha=-0.3996
C -3.28 -3.31 4.86
C -3.11 -1.97 4.10
O -1.71 -1.73 3.88
C -1.41 -0.34 3.83
C -0.21 -0.01 2.91
C 0.02 1.49 3.09
C 0.18 2.11 4.55
C 1.54 3.00 4.72
O 0.03 3.47 4.59
C 1.00 -0.96 3.27
S 2.44 -0.03 2.46
C 1.40 -0.89 4.79
Br 1.24 -2.58 5.81
C 2.75 -0.20 5.22
C 4.06 -1.00 5.13
Br 2.51 -0.02 7.24
N 0.83 -2.36 2.73
C 2.11 -3.14 2.69
O 1.94 -4.39 3.35
N 3.22 -5.07 3.21
O 3.64 -5.28 4.26
C -0.08 -2.56 1.55
I 0.12 -4.55 0.65
C -0.16 -1.42 0.52
S 1.48 -1.41 -0.32
C -1.20 -1.78 -0.66
C -0.63 -1.96 -2.08
C -0.51 -0.83 -2.91
C -0.05 -0.91 -4.21
C 0.33 -2.13 -4.78
C 0.19 -3.26 -3.98
C 0.55 -4.63 -4.57
C -0.29 -3.17 -2.67
C -0.66 -0.09 1.32
C -0.22 1.06 0.41
N -0.88 2.38 0.45
C 0.06 3.52 0.37
N -2.11 -0.43 1.38
C -2.99 0.35 1.07
S -4.09 1.38 0.64
H -2.47 -4.00 4.61
H -4.28 -3.72 4.63
H -3.26 -3.11 5.94
H -3.63 -2.01 3.12
H -3.51 -1.16 4.73
H -2.27 0.33 3.66
H -1.18 -0.11 4.89
H -0.93 2.00 2.84
H 0.81 2.04 2.58
H -0.15 1.55 5.44
H 1.71 2.39 5.69
H 1.70 3.94 5.29
H 3.18 -0.93 1.79
H 0.66 -0.31 5.35
H 2.84 0.86 4.98
H 4.70 -0.79 5.99
H 3.96 -2.09 5.08
H 4.64 -0.66 4.25
H 0.28 -2.86 3.46
H 2.54 -3.21 1.69
H 2.88 -2.64 3.30
H -1.11 -2.70 1.88
H 1.61 -0.30 -1.08
H -1.85 -0.91 -0.88
H -1.88 -2.59 -0.38
H -0.80 0.17 -2.57
H 0.04 -0.02 -4.85
H 0.71 -2.21 -5.79
H 1.39 -5.05 -4.00
H 0.89 -4.50 -5.61
H -0.27 -5.35 -4.48
H -0.40 -4.11 -2.14
H -0.29 0.76 -0.65
H 0.85 1.24 0.55
H -1.49 2.48 -0.35
H -0.45 4.39 0.81
H 0.26 3.80 -0.68
H 0.98 3.38 0.95
C -0.05 3.76 -10.08
O -0.68 3.14 -8.94
P -0.29 3.78 -7.43
O -0.55 2.54 -6.63
O -1.55 4.80 -7.46
C -2.83 4.36 -7.90
O 0.43 4.76 -6.31
C 0.08 4.56 -4.95
H -0.43 3.27 -10.98
H -0.30 4.82 -10.13
H 1.03 3.63 -10.04
H -3.01 3.31 -7.66
H -2.93 4.51 -8.98
H -3.59 4.97 -7.40
H 0.59 3.69 -4.55
H -1.00 4.46 -4.83
H 0.42 5.45 -4.40



(3)
88
Properties=species:S:1:pos:R:3 method="wB97M-V/def2-TZVPD" energy_ev=-79977.936 homo_lumo_gap_ev=5.20 total_charge=-1 homo_ha=-0.1080
C -4.25 2.21 -1.66
C -3.83 1.96 -3.07
H -4.45 3.28 -1.52
H -3.48 1.87 -0.95
H -5.20 1.69 -1.40
C -4.28 2.68 -4.12
C -5.24 3.81 -4.01
H -3.98 2.41 -5.13
H -4.95 4.51 -3.21
H -6.27 3.48 -3.82
H -5.26 4.34 -4.96
Sr 0.72 -0.30 2.06
Cl -1.33 -1.72 0.47
C 1.75 -2.58 -0.09
O 2.20 -1.57 0.50
N 2.28 -3.14 -1.19
C 3.52 -2.62 -1.71
C 1.54 -4.07 -2.04
H 0.83 -3.07 0.27
H 4.14 -2.25 -0.90
H 3.36 -1.80 -2.42
H 4.04 -3.44 -2.22
H 0.83 -4.63 -1.45
H 2.26 -4.75 -2.50
H 0.98 -3.56 -2.83
H 5.69 -2.04 4.67
H 4.59 -2.78 7.18
C 5.20 -1.08 4.92
C 4.21 -1.75 7.13
N 4.02 -1.30 5.75
H 4.88 -0.58 4.01
C 2.79 -1.05 5.25
O 2.58 -0.60 4.10
H 3.24 -1.71 7.64
H 1.97 -1.26 5.95
H 5.94 -0.47 5.45
H 4.93 -1.10 7.66
H -0.90 4.44 4.04
H -0.88 3.24 1.36
C 0.11 4.78 3.74
C -0.15 4.08 1.34
N 0.61 4.05 2.58
H 0.81 4.57 4.55
C 1.44 3.03 2.88
O 1.74 2.08 2.13
H 0.52 3.96 0.49
H 1.85 3.10 3.91
H 0.09 5.87 3.56
H -0.72 5.01 1.29
O -1.68 1.22 -2.45
C -2.79 0.87 -3.27
C -1.74 1.49 -5.53
C -2.45 0.59 -4.72
H -1.39 2.44 -5.13
C -1.56 1.17 -6.88
H -3.25 -0.04 -2.84
C -2.94 -0.60 -5.25
H -1.00 1.87 -7.52
C -2.11 0.01 -7.43
C -2.82 -0.88 -6.61
H -3.48 -1.27 -4.57
H -1.99 -0.21 -8.50
H -3.28 -1.79 -7.01
Si -0.04 0.89 -2.42
Cl -1.77 1.56 2.32
C 0.90 2.14 -3.44
C 0.24 -0.80 -3.15
C 0.44 1.06 -0.66
H 0.71 2.05 -4.52
H 1.97 1.97 -3.27
H 0.66 3.18 -3.13
H 0.18 2.03 -0.22
H 1.51 0.84 -0.48
H -0.20 0.30 -0.19
H -0.21 -0.89 -4.16
H -0.22 -1.56 -2.50
H 1.32 -1.01 -3.25
F -0.82 -5.71 6.36
C -0.54 -4.66 5.52
C -0.07 -4.95 4.24
C 0.21 -3.85 3.37
C 0.00 -2.59 3.85
C -0.46 -2.29 5.10
C -0.74 -3.37 5.98
H 0.08 -5.97 3.91
H 0.55 -4.04 2.35
H -0.62 -1.26 5.44
H -1.09 -3.18 6.99



(4)
85
Properties=species:S:1:pos:R:3 method="wB97M-V/def2-TZVPD" spin_multiplicity=2 s2=1.087 energy_ev=-96833.839 homo_lumo_gap_ev="5.94 / 6.51" total_charge=+1 homo_ha="-0.3614 / -0.3619"
Fe 0.48 -1.63 -0.82
C 1.25 -1.00 2.11
N 1.26 -2.08 1.10
C 2.66 -2.55 0.89
C 3.61 -1.50 0.34
C 3.37 -1.20 -1.13
N 2.07 -0.56 -1.35
C 2.08 0.46 -2.13
C 0.94 1.12 -2.68
C 1.13 2.34 -3.36
C 0.08 2.97 -3.98
C -1.18 2.37 -3.95
C -1.39 1.17 -3.32
C -0.33 0.50 -2.67
O -0.56 -0.66 -2.09
C 0.50 -3.25 1.62
C -0.98 -3.01 1.94
C -1.76 -2.34 0.80
N -1.12 -2.69 -0.45
C -1.54 -3.67 -1.16
C -0.80 -4.25 -2.25
C -1.42 -5.26 -3.00
C -0.74 -5.94 -3.98
C 0.60 -5.63 -4.21
C 1.24 -4.65 -3.48
C 0.56 -3.93 -2.48
O 1.25 -3.00 -1.82
H 1.79 -1.33 3.01
H 0.23 -0.75 2.38
H 1.71 -0.10 1.72
H 2.61 -3.38 0.19
H 3.04 -2.94 1.84
H 4.62 -1.89 0.44
H 3.58 -0.57 0.92
H 3.34 -2.14 -1.68
H 4.17 -0.58 -1.54
H 3.05 0.85 -2.46
H 2.12 2.77 -3.40
H 0.23 3.91 -4.49
H -2.01 2.86 -4.46
H -2.36 0.69 -3.32
H 1.00 -3.62 2.52
H 0.59 -4.03 0.85
H -1.10 -2.42 2.85
H -1.41 -3.99 2.15
H -1.72 -1.25 0.90
H -2.81 -2.63 0.80
H -2.50 -4.13 -0.90
H -2.46 -5.50 -2.79
H -1.23 -6.71 -4.56
H 1.15 -6.16 -4.97
H 2.28 -4.41 -3.66
C 2.45 5.14 2.93
Si 1.91 3.40 2.51
C 0.98 2.63 3.95
C 3.37 2.32 2.02
C 0.79 3.53 0.98
Te -0.40 1.79 0.60
C -2.02 2.24 1.93
Si -3.69 2.38 1.07
C -3.99 0.74 0.19
C -5.00 2.67 2.38
C -3.61 3.83 -0.12
H 3.11 5.15 3.81
H 1.60 5.78 3.16
H 3.01 5.60 2.11
H 1.70 2.28 4.70
H 0.38 1.77 3.64
H 0.32 3.34 4.44
H 4.32 2.81 2.27
H 3.39 2.11 0.94
H 3.37 1.36 2.54
H 1.41 3.65 0.09
H 0.10 4.37 1.01
H -1.74 3.16 2.45
H -2.05 1.44 2.68
H -4.24 -0.03 0.92
H -3.12 0.40 -0.38
H -4.83 0.81 -0.50
H -5.07 1.83 3.07
H -5.99 2.80 1.93
H -4.79 3.57 2.96
H -2.79 3.72 -0.83
H -3.47 4.77 0.42
H -4.53 3.92 -0.69



(5)
85
Properties=species:S:1:pos:R:3 method="wB97M-V/def2-TZVPD" energy_ev=-274248.453 homo_lumo_gap_ev="6.16 / 6.03" total_charge=+3 homo_ha="-0.6080 / -0.6081"
Ru 0.16 0.84 -0.03
N 1.22 1.32 1.78
C 0.89 2.72 2.19
C 1.00 3.57 0.95
N 0.14 2.93 -0.08
H 1.07 0.68 2.57
H 2.22 1.29 1.60
H 1.54 3.08 2.99
H -0.14 2.72 2.55
H 2.02 3.57 0.56
H 0.71 4.61 1.12
H 0.36 3.27 -1.02
H -0.84 3.20 0.06
N -1.11 0.51 -4.06
C -0.28 0.29 -3.04
N -0.76 0.76 -1.90
C -2.00 1.35 -2.22
C -2.94 2.01 -1.43
C -4.06 2.49 -2.06
C -4.27 2.32 -3.44
C -3.36 1.66 -4.23
C -2.22 1.19 -3.59
H -0.92 0.25 -5.02
H 0.66 -0.22 -3.16
H -2.83 2.13 -0.36
H -4.81 3.01 -1.48
H -5.17 2.71 -3.89
H -3.51 1.53 -5.29
C 6.33 1.35 -2.04
Ge 4.84 0.14 -2.36
C 5.19 -1.70 -1.82
C 4.09 0.23 -4.16
C 3.34 0.88 -1.18
Se 2.04 -0.48 -0.69
C 2.92 -1.23 0.87
H 7.15 1.11 -2.72
H 6.69 1.25 -1.02
H 6.04 2.38 -2.22
H 5.86 -2.15 -2.55
H 4.29 -2.32 -1.80
H 5.69 -1.75 -0.85
H 4.79 -0.18 -4.88
H 3.86 1.25 -4.45
H 3.18 -0.37 -4.23
H 2.78 1.62 -1.75
H 3.71 1.33 -0.26
H 3.61 -1.99 0.50
H 2.17 -1.68 1.51
H 3.48 -0.46 1.40
C 0.25 -3.75 -0.66
Ge -1.44 -2.90 -0.21
C -2.35 -2.18 -1.77
C -2.51 -3.79 1.14
Ge -1.06 -0.69 1.39
C -0.33 -1.29 3.08
C 0.34 -2.52 3.17
C 0.83 -2.98 4.38
C 0.68 -2.21 5.53
C 0.03 -0.98 5.46
C -0.49 -0.54 4.25
C -2.79 0.20 1.58
C -3.95 -0.33 1.02
C -5.17 0.31 1.20
C -5.24 1.49 1.91
C -4.09 2.04 2.46
C -2.87 1.39 2.30
H 0.03 -4.46 -1.45
H 0.68 -4.31 0.18
H 0.98 -3.05 -1.05
H -2.98 -2.98 -2.16
H -1.63 -1.91 -2.53
H -2.99 -1.33 -1.55
H -2.75 -4.75 0.68
H -3.43 -3.28 1.38
H -1.95 -3.98 2.06
H 0.48 -3.13 2.29
H 1.32 -3.94 4.43
H 1.06 -2.57 6.47
H -0.11 -0.39 6.36
H -1.05 0.39 4.24
H -3.93 -1.25 0.45
H -6.07 -0.13 0.78
H -6.19 1.99 2.05
H -4.14 2.96 3.03
H -2.00 1.83 2.77